# C38H99N5O12

A cluster of 9 separate species, C38H99N5O12 in total in a non-equilibrium geometry (ωB97M-V/def2-TZVPD, OMol25).

Computed properties:
Total energy ... -73020.05271 eV
HOMO-LUMO gap ... 8.99 eV
HOMO level ... -8.59 eV
SMILES ... COC[C@H](C)N.COC[C@H](C)N.COCCNCCOC.COCCNCCOC.COCCNCCOC.CC(C)O.CC(C)O.CC(C)O.CC(C)O
Energy relative to the best compared isomer or geometry (same formula, charge and spin) ... 8.486 eV
Total charge ... 0

Positions of all 154 atoms, in Å:
C1 1.761 -36.316 1.684
O1 0.854 -37.415 1.971
C2 1.528 -38.649 2.222
C3 0.521 -39.930 2.199
C4 -0.595 -39.727 3.141
N1 1.247 -41.131 2.655
H1 1.188 -35.390 1.650
H2 2.298 -36.459 0.747
H3 2.556 -36.149 2.412
H4 2.339 -38.944 1.557
H5 1.953 -38.672 3.225
H6 0.224 -40.004 1.152
H7 -1.256 -40.576 2.966
H8 -1.171 -38.824 2.940
H9 -0.366 -39.801 4.204
H10 2.133 -40.780 2.991
H11 0.722 -41.479 3.444
C5 -10.133 -32.899 4.782
O2 -8.993 -32.789 3.994
C6 -9.123 -33.065 2.614
C7 -7.706 -33.417 2.083
C8 -6.746 -32.284 2.362
N2 -7.798 -33.559 0.662
H12 -10.968 -32.224 4.597
H13 -9.847 -32.739 5.822
H14 -10.567 -33.888 4.632
H15 -9.751 -33.938 2.438
H16 -9.654 -32.397 1.936
H17 -7.332 -34.345 2.517
H18 -6.681 -31.868 3.367
H19 -7.086 -31.460 1.736
H20 -5.750 -32.507 1.977
H21 -6.922 -34.018 0.457
H22 -8.469 -34.261 0.383
C9 -2.861 -34.805 8.616
O3 -3.640 -35.265 9.747
C10 -5.075 -35.212 9.609
C11 -5.746 -35.620 10.895
N3 -5.715 -34.648 11.970
C12 -6.476 -35.185 13.092
C13 -8.017 -35.323 12.905
O4 -8.417 -36.532 12.597
C14 -9.836 -36.627 12.215
H23 -2.487 -35.645 8.030
H24 -1.939 -34.464 9.087
H25 -3.165 -33.857 8.173
H26 -5.274 -36.041 8.929
H27 -5.453 -34.243 9.282
H28 -5.615 -36.630 11.284
H29 -6.789 -35.636 10.578
H30 -4.786 -34.314 12.181
H31 -6.347 -34.455 13.891
H32 -6.037 -36.128 13.420
H33 -8.399 -34.707 12.091
H34 -8.552 -35.038 13.811
H35 -9.975 -36.335 11.174
H36 -10.394 -36.058 12.960
H37 -10.191 -37.657 12.188
C15 7.288 -31.349 10.845
O5 7.136 -30.204 11.707
C16 7.175 -28.852 11.119
C17 6.142 -27.791 11.541
N4 6.356 -27.143 12.887
C18 7.628 -26.406 12.965
C19 7.955 -25.904 14.377
O6 8.455 -26.884 15.309
C20 8.450 -26.538 16.698
H38 6.743 -31.239 9.907
H39 6.890 -32.226 11.355
H40 8.321 -31.631 10.643
H41 7.176 -28.961 10.034
H42 8.163 -28.458 11.360
H43 5.254 -28.414 11.434
H44 6.025 -27.009 10.791
H45 6.434 -27.897 13.555
H46 7.481 -25.537 12.324
H47 8.513 -26.899 12.564
H48 7.065 -25.431 14.792
H49 8.761 -25.171 14.332
H50 8.122 -27.517 17.048
H51 7.766 -25.723 16.934
H52 9.445 -26.464 17.138
C21 -22.576 -41.750 23.682
O7 -21.378 -41.141 23.068
C22 -21.432 -41.063 21.640
C23 -20.474 -39.907 21.281
N5 -19.358 -40.354 20.505
C24 -18.362 -39.288 20.172
C25 -17.322 -39.865 19.279
O8 -16.448 -40.681 20.130
C26 -15.328 -41.271 19.522
H53 -22.469 -41.963 24.746
H54 -22.852 -42.641 23.119
H55 -23.366 -41.000 23.637
H56 -22.446 -40.730 21.415
H57 -21.239 -42.049 21.218
H58 -19.958 -39.535 22.166
H59 -20.996 -39.132 20.720
H60 -18.921 -41.012 21.134
H61 -17.934 -38.962 21.119
H62 -18.758 -38.437 19.616
H63 -16.762 -38.996 18.934
H64 -17.841 -40.424 18.501
H65 -14.674 -40.529 19.063
H66 -15.626 -41.960 18.732
H67 -14.701 -41.765 20.264
C27 1.406 -39.610 12.266
C28 0.090 -40.117 12.794
C29 -0.260 -39.719 14.171
O9 -0.986 -39.609 12.065
H68 1.556 -39.682 11.189
H69 1.960 -40.417 12.746
H70 1.690 -38.678 12.754
H71 -0.041 -41.198 12.846
H72 -0.222 -38.630 14.208
H73 0.456 -40.053 14.922
H74 -1.267 -39.982 14.494
H75 -0.713 -38.707 11.883
C30 0.723 -27.161 3.222
C31 0.989 -26.161 4.419
C32 2.409 -25.624 4.447
O10 0.211 -25.019 4.095
H76 -0.313 -27.498 3.173
H77 1.348 -28.015 3.484
H78 1.090 -26.708 2.301
H79 0.516 -26.525 5.332
H80 3.031 -26.515 4.363
H81 2.579 -25.110 5.393
H82 2.605 -24.891 3.664
H83 0.555 -24.274 4.593
C33 -8.406 -41.480 8.504
C34 -9.430 -40.798 7.608
C35 -8.818 -39.714 6.666
O11 -10.076 -41.740 6.832
H84 -7.403 -41.664 8.119
H85 -8.625 -42.375 9.086
H86 -8.123 -40.749 9.262
H87 -10.198 -40.322 8.218
H88 -9.653 -39.224 6.166
H89 -8.019 -40.159 6.072
H90 -8.284 -39.014 7.309
H91 -9.542 -42.059 6.101
C36 -16.079 -45.527 12.266
C37 -14.762 -45.297 11.540
C38 -13.800 -46.435 11.724
O12 -14.998 -44.897 10.192
H92 -15.930 -45.976 13.248
H93 -16.842 -46.061 11.700
H94 -16.543 -44.555 12.429
H95 -14.253 -44.486 12.061
H96 -14.251 -47.383 11.432
H97 -13.575 -46.458 12.790
H98 -12.950 -46.190 11.086
H99 -14.126 -44.882 9.789

Mulliken atomic charge list, values in e, 99 entries: -0.75 -0.30 -0.75 0.47 -1.47 -0.67 0.26 0.31 0.31 0.38 0.30 0.25 0.40 0.34 0.37 0.27 0.29 -0.76 -0.27 -0.75 0.52 -1.36 -0.78 0.30 0.24 0.31 0.34 0.40 0.29 0.30 0.36 0.34 0.28 0.24 -0.80 -0.29 -0.62 -0.35 -0.42 -0.75 -0.58 -0.34 -0.73 0.30 0.27 0.32 0.29 0.35 0.39 0.20 0.26 0.43 0.37 0.41 0.43 0.29 0.32 0.26 -0.71 -0.35 -0.34 -0.78 -0.39 -0.38 -0.70 -0.32 -0.65 0.32 0.24 0.28 0.44 0.24 0.29 0.40 0.30 0.32 0.25 0.41 0.35 0.23 0.31 0.24 -0.71 -0.34 -0.51 -0.62 -0.39 -0.68 -0.55 -0.28 -0.74 0.26 0.29 0.29 0.35 0.37 0.39 0.29 0.25